Entry 1:
Formula: C18H29N3O4S
Source: the Open Molecules 2025 dataset
Level of theory: wB97M-V/def2-TZVPD

- highest occupied orbital energy (eV) = -8.062
- energy (Ha) = -1566.67511
- SMILES string = CN(C)S(=O)(=O)N1CCN(C[C@H](O)COc2ccc3c(c2)CCC3)CC1
- spin multiplicity = 1
- relative energy (zero: lowest compared OMol25 entry of this formula, charge and spin) (kJ/mol) = 240.0

Structure (XYZ):
```
55
Properties=species:S:1:pos:R:3:forces:R:3:nbo_charge:R:1
O 0.926212 -0.770999 1.986721 0.19 0.18 0.17 -0.74
C 3.812231 -0.739724 -1.818158 -0.12 -0.08 -0.01 -0.25
O 2.296499 -2.040531 -0.616207 0.17 0.25 -0.25 -0.51
C 6.156069 2.054874 -0.660330 0.07 0.10 -0.06 -0.44
H -0.049751 -2.545543 1.709525 0.09 0.02 -0.13 0.15
C -4.885403 0.238807 -2.423313 0.10 0.25 -0.29 -0.42
H 4.396547 2.362034 1.700752 -0.01 0.02 0.07 0.21
H -4.316730 -0.450921 -3.049763 0.00 0.01 0.02 0.20
H -5.676884 -1.671916 0.192329 -0.07 -0.26 -0.05 0.23
H -2.805949 0.445451 2.667657 -0.06 -0.04 -0.04 0.21
C -2.621764 1.718196 0.278414 0.31 0.17 -0.55 -0.24
H -6.643177 -1.377277 -1.261109 0.00 -0.04 0.02 0.19
C -1.745758 0.681964 -0.427772 0.00 0.29 0.05 -0.23
H -2.313575 0.221882 -1.251790 0.11 0.02 0.00 0.18
C 1.762357 -2.559753 0.575562 -0.47 -0.03 0.46 -0.08
N -1.310394 -0.318523 0.535635 -0.04 -0.03 -0.10 -0.47
H -2.131247 -1.747115 1.812850 -0.05 -0.02 -0.01 0.21
H -5.904560 0.321720 -2.816188 0.02 0.01 -0.03 0.19
C 3.223990 -1.028723 -0.586868 0.09 0.07 -0.07 0.29
H 7.235333 1.474612 1.117663 0.02 0.01 0.01 0.20
H 0.323108 -0.690300 -0.685894 -0.06 -0.05 0.01 0.22
H 0.237348 -0.090848 1.925517 -0.08 -0.03 -0.06 0.49
H 2.518847 -2.610686 1.365638 -0.03 -0.05 -0.05 0.19
H 7.073471 1.866302 -1.218266 0.01 0.07 -0.04 0.21
C 5.153634 0.946717 -0.802078 -0.01 -0.01 0.22 0.03
N -4.871220 -0.240454 -1.058786 -0.37 0.78 0.68 -0.69
C 3.592886 -0.314213 0.548440 -0.18 -0.25 0.03 -0.30
O -6.124640 0.465293 1.044968 0.03 -0.33 -0.02 -0.94
H -3.029593 2.438781 -0.429111 0.23 0.10 0.01 0.24
H -4.272298 -0.440435 2.183810 0.15 -0.09 0.19 0.24
H 1.454661 -3.576961 0.314583 0.03 0.09 0.09 0.19
H 5.220929 0.461495 -2.891717 0.04 0.00 -0.11 0.21
O -5.373395 2.204687 -0.541316 0.16 -0.03 -0.29 -0.94
C -2.470713 -0.995994 1.097550 -0.08 0.07 0.27 -0.24
H 3.501033 -1.312303 -2.677875 -0.03 -0.09 -0.10 0.22
C -3.354833 0.020542 1.820619 -0.03 -0.60 0.18 -0.24
H -0.863717 1.177857 -0.839860 -0.05 -0.03 -0.02 0.21
H -0.792111 -2.068710 -0.579043 -0.02 0.03 -0.05 0.18
H -4.426172 1.222299 -2.446351 0.04 -0.02 -0.27 0.23
S -5.156375 0.954989 0.115696 0.39 -0.02 0.17 2.45
H 5.301471 1.032841 2.426756 -0.04 0.03 0.05 0.22
C 4.773122 0.249320 -1.931924 -0.11 -0.08 0.07 -0.22
C 4.560643 0.663003 0.422629 0.19 -0.02 -0.32 -0.01
H -2.026355 2.248293 1.029214 -0.04 -0.01 -0.06 0.21
H 3.125559 -0.495362 1.502529 -0.07 -0.04 0.05 0.24
H -5.111631 -2.277681 -1.385725 0.00 0.02 0.02 0.20
C 6.394057 2.118897 0.857212 0.02 0.08 0.01 -0.39
H 5.727124 2.991764 -1.028027 0.06 0.05 -0.03 0.20
C 0.529900 -1.809469 1.125804 0.06 -0.34 -0.34 0.07
H -3.053973 -1.496149 0.307484 0.11 -0.04 0.06 0.18
C -5.622901 -1.461735 -0.871464 -0.14 -0.30 0.21 -0.42
C -0.333143 -1.245450 -0.012146 0.25 -0.02 0.23 -0.25
H 6.621412 3.127542 1.199194 0.07 -0.01 0.04 0.21
C 5.110595 1.560278 1.492381 0.01 0.05 0.12 -0.43
N -3.740787 1.107351 0.953923 -0.85 0.17 -0.20 -0.68
```
Forces are in eV/Å.


Entry 2:
Formula: C18H29N3O6
Source: the Open Molecules 2025 dataset
Level of theory: wB97M-V/def2-TZVPD

- highest occupied orbital energy (eV) = -8.596
- energy (Ha) = -1319.04425
- SMILES string = CNC(=O)[C@@H](Cc1ccc(O)cc1)NC(C)=O.N[C@@H](CCCCO)C(=O)O
- spin multiplicity = 1
- relative energy (zero: lowest compared OMol25 entry of this formula, charge and spin) (kJ/mol) = 0.0

Structure (XYZ):
```
56
Properties=species:S:1:pos:R:3:forces:R:3:nbo_charge:R:1
N -1.337335 -0.995689 -0.224903 -0.44 1.42 0.84 -0.61
O 0.513004 4.880803 -1.281738 -0.33 -0.91 -0.39 -0.67
H -3.555330 3.193348 0.504758 0.01 0.09 0.00 0.20
C -2.700732 3.067844 -0.161245 0.29 -0.23 0.15 -0.41
N 0.636610 1.112699 -1.405293 -0.49 0.85 0.04 -0.87
H 1.108650 4.873421 -0.520960 0.00 -0.03 -0.02 0.49
O -0.484257 3.297256 -2.590147 1.20 1.47 1.37 -0.59
N -2.172833 1.707691 -0.048155 -0.61 -0.22 -0.48 -0.61
C 4.899917 1.901887 -0.700646 -0.15 -0.37 0.54 -0.41
C -0.915556 -0.190433 0.937764 -0.11 -0.30 -0.70 -0.14
H -4.097072 -1.127133 2.062011 -0.03 0.05 0.02 0.22
H 3.151337 1.544966 0.520953 -0.03 0.01 -0.05 0.20
C 1.080337 2.461149 -0.986857 0.38 -0.41 -0.62 -0.18
H -1.932877 3.793837 0.113760 -0.08 -0.11 0.02 0.22
C -2.251475 -4.562222 1.906695 -0.40 1.23 0.06 -0.28
C 5.792346 0.744332 -0.263693 0.11 0.48 -0.88 -0.06
C 2.572099 2.599638 -1.291960 0.09 0.25 0.48 -0.38
H -1.738425 -5.510300 1.860916 0.04 -0.18 0.00 0.21
C -3.586179 -2.079210 2.014772 0.59 -1.42 -0.04 -0.21
H 0.937861 2.574030 0.091278 -0.12 -0.05 0.11 0.22
O 0.696659 -1.792306 -0.794889 -0.11 0.14 0.25 -0.66
H 5.537408 0.432505 0.754818 -0.03 -0.30 -0.32 0.18
C -0.520803 -1.771184 -0.937232 1.26 -0.72 -0.64 0.70
C -1.326001 1.294561 0.903998 0.37 0.44 0.22 0.70
H 2.903522 3.601070 -0.998469 0.21 0.07 -0.05 0.18
C -4.325481 -3.268297 1.874830 0.73 -0.16 0.02 -0.26
H -2.325190 -1.110816 -0.374000 -0.08 -0.16 0.14 0.40
H -0.408030 -3.205544 -2.509592 -0.09 0.10 0.10 0.24
O -0.879750 2.064911 1.753541 -0.11 -0.52 -0.13 -0.67
H -3.828836 -6.435506 1.756709 0.30 -0.01 0.02 0.48
C -3.660534 -4.510919 1.829209 1.08 0.64 0.09 0.30
C 0.290474 3.599470 -1.690869 -0.91 -2.01 -1.02 0.80
H -1.829410 -3.371655 -1.450093 -0.15 -0.06 -0.08 0.23
H -2.380118 1.059024 -0.789695 0.14 0.13 -0.03 0.40
H 3.213048 0.561918 -0.950693 0.21 0.13 0.12 0.22
H -5.403236 -3.244486 1.814031 -0.08 -0.05 0.00 0.22
H -3.006282 3.263700 -1.190794 0.10 -0.15 0.14 0.22
O 5.624029 -0.350143 -1.166225 0.04 -0.33 0.17 -0.73
H -1.760265 -2.057225 -2.654759 -0.16 -0.08 -0.08 0.22
O -4.381229 -5.654848 1.706920 -0.80 0.22 -0.05 -0.67
H 1.275516 0.368727 -1.105379 -0.39 0.52 -0.30 0.39
C 3.414142 1.558733 -0.542802 0.16 0.44 -0.49 -0.41
H -1.991257 -0.141159 2.819285 0.09 0.08 0.01 0.23
H 5.120167 2.141375 -1.746385 0.02 0.04 0.02 0.19
H 0.174390 -0.181595 0.966441 -0.16 -0.04 -0.38 0.26
C -1.179275 -2.664186 -1.962727 0.03 0.12 0.07 -0.71
H 2.735271 2.497290 -2.370528 -0.03 0.06 0.06 0.21
H -0.505174 -1.054881 2.859860 -0.05 0.04 0.04 0.22
C -1.386071 -0.849076 2.250822 -0.35 -0.25 0.76 -0.42
H 5.868315 -0.094280 -2.071675 -0.05 0.11 0.63 0.47
H -0.434230 -3.403387 2.101547 0.01 -0.01 0.01 0.22
C -1.514830 -3.371084 2.046761 -1.32 -0.13 -0.09 -0.20
H 0.483595 1.083907 -2.415976 0.16 0.01 0.46 0.38
C -2.182067 -2.133050 2.111198 0.03 0.03 -0.16 -0.04
H 5.131896 2.786886 -0.099295 0.02 0.04 -0.10 0.20
H 6.839548 1.063633 -0.265202 0.03 -0.01 0.12 0.16
```
Forces are in eV/Å.


Entry 3:
Formula: C18H30AlBeBr3Cl5I2KNO13P
Source: the Open Molecules 2025 dataset
Level of theory: wB97M-V/def2-TZVPD

- net charge = +2
- highest occupied orbital energy (eV) = -10.354
- energy (Ha) = -13552.39751
- spin multiplicity = 1

Structure (XYZ):
```
76
Properties=species:S:1:pos:R:3:forces:R:3:lowdin_charge:R:1
H 1.767642 -0.152424 -1.067794 -0.11 -0.03 -0.09 0.00
H 2.613108 2.159194 -1.610323 -0.02 -0.03 0.08 0.09
H 0.301469 -4.231194 1.492811 0.28 -0.50 -0.05 0.08
C 4.560521 0.854404 3.216643 -0.42 -1.19 0.06 0.25
C 1.109770 0.699154 -1.216958 0.49 0.25 0.14 -0.64
H -1.372270 -5.297070 -0.919632 0.08 0.22 0.24 0.07
H -0.223936 8.094779 3.407761 0.13 -0.11 0.02 0.10
C 2.192179 1.470981 2.554721 0.82 -1.09 0.31 -0.34
H -0.436677 6.183408 -1.627218 0.04 0.01 0.02 0.09
O -3.429051 -1.136767 -0.426140 0.69 -0.19 0.61 -0.12
O -5.073044 -1.565191 -4.305676 -2.06 2.38 0.12 -0.45
C 2.686322 2.800061 2.454517 -0.30 0.28 0.24 0.22
H -0.396880 7.853834 -1.039496 0.12 -0.02 0.02 0.10
H -1.443462 -2.811780 -0.014148 -0.11 -0.32 0.25 0.12
H 0.443509 2.785452 1.037723 0.02 -0.10 0.08 0.03
C -1.015639 -5.413689 0.106832 0.35 -0.61 1.33 -0.74
H -2.920284 -3.769248 2.403930 0.05 -0.08 -0.01 0.17
C -0.195083 7.642522 2.420799 -0.24 0.31 0.00 -0.07
O 1.045612 1.088679 2.310843 -0.62 0.23 -0.30 -0.06
H -2.768448 -1.230166 -1.133033 -0.30 0.31 -0.26 0.06
O 0.924766 6.575407 -0.125131 0.06 -0.42 0.34 -0.19
Cl 7.211345 -2.713386 -1.073384 -0.11 0.11 -0.03 -0.20
H -4.473798 -4.319999 -0.652449 0.30 0.04 -0.08 0.10
H -1.955616 -1.772503 1.300730 -0.08 -1.77 0.03 -0.10
Cl 1.137076 -2.998813 -4.772146 -4.71 -1.00 -0.12 -0.43
H 1.129851 -5.069772 0.126650 0.02 0.21 0.28 0.04
Br 2.813661 -2.126390 0.467508 0.25 -0.02 0.16 0.69
C -3.941339 -3.430808 -1.005180 -0.07 0.37 0.33 0.00
H 1.056959 2.545682 -2.349732 -0.01 -0.06 -0.10 0.06
Be -6.791782 -0.852322 -4.592815 2.13 -1.02 0.31 0.78
H -4.347162 -2.383676 0.899375 0.04 -0.01 -0.17 0.16
C 3.184500 0.432047 3.015620 0.41 0.17 0.26 -0.37
H -3.028286 -3.677502 -1.561240 -0.31 -0.21 -0.04 0.09
C 1.745433 1.736601 -2.115653 -0.04 -0.02 -0.06 -0.64
H 5.229548 0.039219 3.480741 0.13 0.10 -0.01 0.16
H 2.000043 3.617318 2.126270 0.91 -0.95 0.67 0.08
H 0.900068 1.145786 -0.244332 0.07 -0.04 -0.07 0.02
O -5.470142 -3.150626 -6.022255 -0.02 0.65 0.44 -0.28
O 4.361857 4.408557 2.717979 0.50 -0.22 0.40 0.19
Br 4.943831 -4.185760 -0.760091 -0.22 0.04 0.02 0.64
H -3.133478 -5.463899 0.693704 -0.05 0.55 0.25 0.08
O 6.243361 2.479930 3.297387 -0.21 -0.58 0.07 0.21
C -2.200941 -2.729778 0.767564 -0.12 0.79 0.10 -0.16
H -1.183830 6.598781 -0.073375 0.07 -0.03 0.05 0.08
Cl -5.207412 -3.023422 -4.626145 0.31 -3.83 -1.12 0.65
H -4.624465 -2.925141 -1.698650 0.16 -0.09 0.25 0.08
O -0.172843 4.747785 1.220776 0.16 -0.07 0.21 -0.21
O 2.404122 5.018136 1.266690 -0.97 0.91 -0.91 -0.22
I -0.412448 -7.507738 0.174021 0.45 0.14 -1.68 0.86
C 4.072711 3.246111 2.758906 -0.71 0.07 -0.16 -0.30
H 0.468520 3.712732 -0.476032 -0.06 0.02 0.02 0.09
C 5.086023 2.171218 3.115932 0.34 1.66 -0.28 -0.32
C -0.349135 6.809614 -0.739016 -0.20 0.13 -0.26 -0.08
Cl -0.447787 0.078141 -1.841515 -0.26 -0.08 0.13 0.59
O -6.310428 -3.541674 -3.857335 -0.03 0.91 0.14 -0.34
C -3.569539 -2.460121 0.129131 -0.31 -0.20 -0.57 -0.37
H -1.297389 -3.806807 2.363155 0.10 0.05 -0.22 0.14
O 2.882867 -0.728126 3.215440 -0.39 -0.09 -0.11 0.05
O 0.874302 6.690294 2.408088 0.06 -0.62 -0.19 -0.17
O -3.993444 -3.681947 -4.258306 -0.29 0.94 0.15 -0.28
H -1.078827 3.199405 0.225597 0.00 0.17 0.02 0.09
Cl 2.335550 1.063301 -3.658490 -0.14 -0.06 0.12 0.60
P 1.113164 5.713177 1.197756 -0.06 1.31 -0.33 0.41
I -1.955152 -6.640570 2.781860 -1.05 1.26 1.17 0.89
Br 2.233737 -3.538407 -2.361951 0.92 0.39 0.65 0.52
K 3.350920 -2.406950 -5.222847 3.95 1.04 -0.97 0.52
H 4.102399 -2.045462 -1.647100 0.06 -0.03 0.04 -0.03
C -2.176680 -5.221173 1.152544 1.25 -1.77 -0.51 -0.72
C 0.228282 -4.552195 0.448684 -0.69 0.17 -1.05 -0.22
H -1.154982 7.161358 2.229264 0.04 -0.03 0.00 0.09
H -0.009142 8.426875 1.687318 0.01 -0.07 -0.03 0.10
C 3.599555 -2.863498 -1.145239 -0.15 -0.45 0.34 -1.51
N -2.124917 -3.850093 1.759901 -1.03 0.19 -0.30 0.01
Al -1.753982 0.119362 1.497705 0.41 1.65 -0.17 1.17
C -0.067994 3.544347 0.461470 -0.21 0.15 -0.35 -0.11
H 0.153125 -3.637569 -0.153517 0.48 -0.19 0.12 0.02
```
Forces are in eV/Å.